P:
The following is a DFT calculation (the ωB97M-V functional and the def2-TZVPD basis) of a single C7H15NO2 molecule.

- Highest occupied orbital energy: -9.82 eV
- SMILES: CC(C)(C)[C@@H](O)CNC=O

```
! RIJCOSX wB97M-V def2-TZVPD def2/J DEFGRID3
* xyz 0 1
C 1.981 0.700 0.309
C 0.898 0.341 -0.710
C 1.509 -0.537 -1.808
C 0.336 1.610 -1.358
C -0.226 -0.478 -0.027
O 0.329 -1.692 0.417
C -0.909 0.258 1.148
N -2.300 -0.138 1.325
C -2.675 -1.409 1.704
O -1.928 -2.303 2.006
H 2.828 1.162 -0.193
H 1.606 1.394 1.059
H 2.324 -0.203 0.808
H 1.876 -1.464 -1.378
H 2.335 -0.019 -2.291
H 0.763 -0.780 -2.563
H 1.111 2.086 -1.955
H -0.002 2.334 -0.620
H -0.499 1.371 -2.016
H -1.003 -0.679 -0.788
H -0.322 -2.140 0.985
H -0.890 1.336 1.007
H -0.360 0.011 2.062
H -3.008 0.512 1.023
H -3.773 -1.277 1.853
*
```

Atom charges from the natural (NBO) analysis, given in e for atoms 1 to 4: -0.62, -0.06, -0.60, -0.61



Q:
The following is a DFT calculation (the ωB97M-V functional and the def2-TZVPD basis) of a single C7H15NO2 molecule.

- Highest occupied orbital energy: -8.49 eV
- SMILES: CN[C@@H]1CCCO[C@H]1OC

```
! RIJCOSX wB97M-V def2-TZVPD def2/J DEFGRID3
* xyz 0 1
C 1.454 -1.998 1.753
N 1.555 -0.938 0.677
C 0.541 -0.724 -0.284
C 1.147 0.028 -1.535
C 1.196 1.529 -1.350
C -0.125 2.031 -0.807
O -0.482 1.380 0.425
C -0.688 -0.009 0.333
O -1.842 -0.214 -0.485
C -3.097 -0.077 0.389
H 0.457 -2.509 1.775
H 2.288 -2.722 1.720
H 1.404 -1.620 2.700
H 1.783 0.009 1.089
H 0.263 -1.671 -0.525
H 2.148 -0.395 -1.809
H 0.444 -0.171 -2.336
H 2.022 1.661 -0.660
H 1.508 2.088 -2.255
H -0.804 1.882 -1.538
H -0.239 3.088 -0.517
H -0.833 -0.373 1.347
H -2.843 0.627 1.283
H -3.950 0.133 -0.224
H -3.308 -1.036 0.836
*
```

Atom charges from the natural (NBO) analysis, given in e for atoms 1 to 4: -0.42, -0.64, -0.08, -0.39



Short version: P, Q, most stable first.



P:
The following is a DFT calculation (the ωB97M-V functional and the def2-TZVPD basis) of a 2-piece molecular cluster, C7H15NO2 overall.

- Highest occupied orbital energy (spin up / spin down): -7.70 / -8.06 eV

```
! RIJCOSX wB97M-V def2-TZVPD def2/J DEFGRID3
* xyz 0 1
C -0.970 -0.188 0.186
C -3.226 -1.836 -0.671
C 1.642 0.624 1.291
C 2.723 -1.093 -0.139
C 1.552 0.899 -1.248
C -2.440 1.520 0.651
C 1.533 -0.060 -0.027
N 0.098 -0.839 -0.069
O 0.073 -2.141 -0.107
O -1.168 1.145 0.145
H -3.590 -2.301 0.274
H -2.224 -2.010 -1.105
H -3.820 -1.137 -1.093
H 1.330 1.712 1.201
H 1.145 0.180 2.160
H 2.610 0.755 1.480
H 2.779 -1.369 0.903
H 3.388 -0.432 -0.623
H 2.355 -1.900 -0.785
H 2.360 1.609 -1.177
H 1.775 0.469 -2.202
H 0.609 1.367 -1.374
H -3.092 0.724 0.982
H -3.176 2.107 -0.125
H -2.267 2.196 1.474
*
```

Atom charges from the natural (NBO) analysis, given in e for atoms 1 to 4: 0.52, -0.48, -0.65, -0.63



Q:
The following is a DFT calculation (the ωB97M-V functional and the def2-TZVPD basis) of a single C7H15NO2 molecule.

- Highest occupied orbital energy: -9.13 eV
- SMILES: CC(C)[C@@H](OC=O)[C@@H](C)N

```
! RIJCOSX wB97M-V def2-TZVPD def2/J DEFGRID3
* xyz 0 1
C 1.236 -0.774 -1.475
C 0.647 0.565 -1.047
C 1.749 1.610 -0.899
C -0.018 0.296 0.605
O -0.631 1.471 0.993
C -1.363 1.858 -0.222
O -2.196 1.285 -0.854
C -0.950 -0.946 0.707
C -0.201 -2.111 1.357
N -2.167 -0.710 1.463
H 1.901 -1.180 -0.720
H 1.804 -0.640 -2.397
H 0.462 -1.521 -1.676
H -0.026 0.862 -1.856
H 2.512 1.263 -0.208
H 1.370 2.559 -0.517
H 2.227 1.797 -1.861
H 0.911 0.188 1.173
H -1.197 2.942 -0.210
H -1.257 -1.236 -0.300
H -0.890 -2.953 1.457
H 0.144 -1.833 2.359
H 0.661 -2.420 0.762
H -1.949 -0.316 2.374
H -2.778 -0.054 0.991
*
```

Atom charges from the natural (NBO) analysis, given in e for atoms 1 to 4: -0.62, -0.24, -0.63, 0.11



Short version: Q, P, most stable first.



P:
The following is a DFT calculation (the ωB97M-V functional and the def2-TZVPD basis) of C29H28CoN6O3SSi as an isolated structure.

- <S²>: 3.77
- Highest occupied orbital energy (spin up / spin down): 1.19 / 0.94 eV

```
! RIJCOSX wB97M-V def2-TZVPD def2/J DEFGRID3
* xyz -2 4
Co 0.492 2.227 0.179
O -2.265 -1.072 -2.609
C -2.842 -2.018 -1.751
C -3.517 -3.134 -2.187
C -3.987 -4.130 -1.290
C -3.899 -3.994 0.069
C -3.350 -2.821 0.506
C -2.819 -1.847 -0.374
C -1.942 -0.737 0.228
O -0.661 -0.807 -0.273
N -2.192 -0.121 1.316
N -1.242 0.804 1.773
C -0.959 0.779 3.028
C -0.027 1.735 3.642
C 0.228 1.519 4.969
C 0.956 2.480 5.736
C 1.229 3.697 5.063
C 0.919 3.903 3.739
C 0.237 3.035 2.919
O -0.066 3.208 1.781
H -1.467 -0.780 -2.151
H -3.680 -3.171 -3.198
H -4.392 -5.006 -1.637
H -4.178 -4.710 0.791
H -3.222 -2.682 1.590
H -1.434 -0.016 3.617
H -0.140 0.636 5.516
H 1.188 2.262 6.960
H 1.715 4.601 5.624
H 1.134 4.906 3.324
N 4.784 1.695 -0.914
C 3.321 1.910 -0.686
S 2.628 1.425 0.892
N 2.726 2.397 -1.706
N 1.414 2.521 -1.561
C 0.622 2.861 -2.624
C -0.759 2.855 -2.309
C -1.809 2.831 -3.278
C -3.085 2.614 -2.936
C -3.378 2.400 -1.516
C -2.377 2.431 -0.650
N -1.060 2.420 -1.015
H 5.007 0.885 -0.391
H 4.900 1.485 -1.906
H 0.996 2.797 -3.696
H -1.514 3.011 -4.278
H -3.900 2.506 -3.803
H -4.654 2.487 -1.096
H -2.620 2.421 0.419
C -0.148 -3.683 0.186
Si 0.510 -1.955 0.225
C 1.352 -1.707 1.849
C 1.814 -1.794 -1.075
C 1.843 -0.709 -1.960
C 2.895 -0.648 -2.884
C 3.943 -1.541 -2.867
C 3.862 -2.640 -2.001
C 2.799 -2.764 -1.092
H 0.616 -4.405 -0.204
H -1.043 -3.756 -0.396
H -0.398 -3.905 1.211
H 1.918 -2.587 1.875
H 0.668 -1.676 2.708
H 1.994 -0.871 1.760
H 1.100 0.057 -1.887
H 2.884 0.302 -3.418
H 4.868 -1.438 -3.515
H 4.673 -3.457 -1.906
H 2.792 -3.521 -0.454
*
```

Atom charges from the natural (NBO) analysis, given in e for atoms 1 to 4: 1.33, -0.68, 0.39, -0.29



Q:
The following is a DFT calculation (the ωB97M-V functional and the def2-TZVPD basis) of C29H28CoN6O3SSi as an isolated structure.

- <S²>: 3.76
- Highest occupied orbital energy (spin up / spin down): -0.05 / -0.35 eV

```
! RIJCOSX wB97M-V def2-TZVPD def2/J DEFGRID3
* xyz -2 4
Co -0.681 -2.059 -1.236
O 3.610 1.178 0.017
C 3.283 1.032 1.316
C 4.215 1.438 2.297
C 3.869 1.336 3.628
C 2.671 0.777 4.011
C 1.776 0.391 3.019
C 2.074 0.451 1.676
C 1.089 -0.075 0.688
O 0.951 0.794 -0.404
N -0.171 -0.313 1.366
N -1.032 -0.976 0.610
C -2.251 -1.078 1.080
C -3.473 -1.751 0.557
C -4.673 -1.331 1.152
C -5.908 -1.880 0.830
C -5.993 -2.884 -0.152
C -4.810 -3.335 -0.744
C -3.541 -2.712 -0.490
O -2.481 -2.936 -1.203
H 2.826 1.060 -0.568
H 5.158 1.922 1.932
H 4.538 1.651 4.403
H 2.317 0.740 5.058
H 0.818 -0.003 3.268
H -2.407 -0.550 2.079
H -4.564 -0.557 1.907
H -6.804 -1.527 1.344
H -6.951 -3.411 -0.394
H -4.732 -4.041 -1.556
N 1.812 -0.781 -4.477
C 1.191 -1.288 -3.333
S -0.505 -1.715 -3.547
N 1.892 -1.309 -2.258
N 1.203 -1.817 -1.214
C 1.798 -1.448 0.037
C 1.430 -2.501 1.027
C 2.306 -2.796 2.106
C 1.973 -3.813 2.974
C 0.791 -4.524 2.767
C -0.022 -4.069 1.746
N 0.288 -3.130 0.847
H 1.048 -0.491 -5.071
H 2.475 -0.058 -4.255
H 2.876 -1.201 0.045
H 3.223 -2.279 2.196
H 2.599 -4.039 3.829
H 0.443 -5.311 3.398
H -1.048 -4.382 1.563
C -1.806 2.039 -0.266
Si 0.034 2.201 -0.346
C 0.599 3.309 1.015
C 0.322 3.047 -1.974
C 0.579 2.337 -3.160
C 0.383 2.977 -4.365
C -0.002 4.316 -4.398
C -0.373 5.016 -3.240
C -0.204 4.374 -2.053
H -2.319 2.979 -0.360
H -2.133 1.513 0.571
H -2.129 1.440 -1.152
H 0.116 4.292 1.008
H 1.697 3.462 0.939
H 0.501 2.823 2.014
H 0.946 1.321 -3.058
H 0.616 2.453 -5.274
H -0.079 4.811 -5.382
H -0.768 6.016 -3.293
H -0.477 4.875 -1.097
*
```

Atom charges from the natural (NBO) analysis, given in e for atoms 1 to 4: 1.36, -0.72, 0.39, -0.31



Short version: Q, P, most stable first.